{"formula": "C28H18MnN4O2PS", "method": "the ωB97M-V functional and the def2-TZVPD basis", "elements": ["Mn", "S", "C", "C", "C", "C", "C", "N", "H", "H", "H", "H", "O", "C", "O", "C", "C", "C", "C", "C", "C", "P", "C", "C", "C", "C", "C", "C", "C", "C", "C", "C", "C", "C", "H", "H", "H", "H", "H", "H", "H", "H", "H", "H", "H", "H", "H", "H", "N", "C", "C", "C", "N", "C", "N"], "positions_angstrom": [[0.123, 1.759, -0.567], [0.058, 3.726, -2.123], [-0.666, 4.222, -0.642], [-0.918, 5.557, -0.302], [-1.499, 5.829, 0.915], [-1.827, 4.773, 1.771], [-1.565, 3.479, 1.371], [-0.977, 3.202, 0.199], [-0.634, 6.327, -1.002], [-1.702, 6.848, 1.206], [-2.296, 4.959, 2.725], [-1.849, 2.632, 1.986], [3.514, 2.719, 0.890], [2.889, 1.866, 0.313], [1.725, 2.068, -0.239], [3.390, 0.451, 0.167], [4.763, 0.238, 0.238], [5.269, -1.048, 0.152], [4.406, -2.123, -0.009], [3.039, -1.920, -0.085], [2.518, -0.630, 0.010], [0.711, -0.427, 0.006], [0.119, -1.127, 1.568], [0.914, -1.933, 2.378], [0.324, -2.631, 3.419], [-1.036, -2.507, 3.663], [-1.813, -1.644, 2.901], [-1.236, -0.949, 1.855], [0.103, -1.595, -1.243], [0.262, -1.223, -2.581], [-0.245, -2.019, -3.589], [-0.937, -3.180, -3.267], [-1.103, -3.545, -1.940], [-0.585, -2.762, -0.923], [5.416, 1.091, 0.355], [6.336, -1.210, 0.210], [4.802, -3.125, -0.081], [2.365, -2.755, -0.220], [1.972, -2.031, 2.184], [0.929, -3.283, 4.030], [-1.495, -3.083, 4.451], [-2.867, -1.532, 3.110], [-1.820, -0.271, 1.240], [0.776, -0.288, -2.806], [-0.128, -1.729, -4.623], [-1.364, -3.791, -4.047], [-1.655, -4.442, -1.703], [-0.720, -3.051, 0.110], [-1.441, 1.065, -1.137], [-2.457, 0.543, -1.438], [-3.670, 0.005, -1.679], [-3.852, -1.058, -2.576], [-3.983, -1.926, -3.314], [-4.760, 0.527, -0.958], [-5.619, 0.955, -0.332]], "forces_ev_per_angstrom": [[-2.296, 1.798, -1.781], [0.029, -1.412, 0.680], [-0.307, 0.214, 0.141], [-0.025, -0.278, 0.158], [0.103, -0.204, -0.102], [-0.061, -0.316, -0.216], [-0.130, -0.054, 0.644], [0.617, 0.863, -0.397], [-0.015, 0.077, -0.010], [-0.010, 0.088, 0.035], [-0.048, -0.078, 0.008], [0.158, 0.048, 0.007], [-0.668, -0.361, -0.570], [2.736, -0.497, 1.298], [0.213, 0.936, 0.124], [-0.145, 0.162, 0.109], [-0.120, 0.049, 0.018], [-0.049, 0.052, -0.005], [0.028, -0.037, -0.021], [-0.066, 0.156, -0.078], [-0.025, 0.214, -0.077], [0.496, -1.758, 0.183], [-0.164, 0.538, -0.025], [-0.024, 0.070, -0.180], [-0.034, -0.029, 0.053], [0.008, 0.027, -0.013], [-0.057, -0.016, -0.028], [0.185, 0.052, -0.068], [-0.104, 0.378, -0.111], [0.144, 0.142, 0.184], [-0.001, 0.035, -0.049], [0.056, 0.017, 0.123], [-0.024, -0.121, -0.152], [0.102, 0.173, 0.109], [0.017, 0.024, 0.046], [0.023, -0.019, -0.023], [0.020, -0.085, -0.008], [0.022, -0.102, -0.028], [-0.009, -0.042, 0.043], [0.023, -0.025, 0.062], [-0.018, -0.010, 0.108], [-0.044, 0.021, 0.026], [-0.130, -0.123, 0.058], [-0.047, -0.177, -0.154], [0.029, 0.034, -0.066], [-0.025, -0.019, -0.068], [-0.025, -0.083, 0.064], [-0.049, -0.039, 0.044], [-0.569, -0.421, -0.422], [0.218, 0.062, 0.342], [0.620, 0.388, 0.161], [0.136, -0.509, -0.387], [-0.051, -0.235, -0.193], [-0.240, 0.229, 0.100], [-0.402, 0.207, 0.304]], "mulliken_charge": [0.3833, -0.2387, 0.6003, -0.7497, -0.1587, -0.7155, -0.2825, 0.0367, 0.4203, 0.4191, 0.4234, 0.4804, -0.5523, 0.1826, -0.4277, 0.4077, -0.6590, -0.6313, -0.7084, -0.6464, 0.3031, 1.4832, 0.2268, -0.4206, -0.8014, -0.6041, -0.8636, -0.0125, 0.3515, -0.3425, -0.7018, -0.5980, -0.6484, -0.1711, 0.5028, 0.4271, 0.4481, 0.5268, 0.4715, 0.4384, 0.4301, 0.4713, 0.1827, 0.3302, 0.4486, 0.4205, 0.4381, 0.3804, 0.1695, 0.8400, 0.0522, 0.0351, -0.3843, -0.0308, -0.3825], "total_charge": 1, "homo_lumo_gap_ev": [5.21, 5.10], "multiplicity": 2, "homo_ev": [-11.562, -11.470], "lumo_ha": [-0.23359, -0.23405]}

---

{"formula": "C28H19CoF5N4O", "method": "the ωB97M-V functional and the def2-TZVPD basis", "elements": ["Co", "C", "O", "C", "C", "C", "C", "C", "C", "C", "N", "C", "C", "N", "C", "C", "C", "C", "N", "C", "C", "N", "C", "C", "C", "C", "H", "H", "H", "H", "H", "H", "H", "H", "H", "H", "H", "H", "H", "H", "C", "C", "C", "C", "C", "C", "H", "H", "H", "H", "H", "F", "C", "F", "C", "F", "F", "F"], "positions_angstrom": [[-0.428, -2.941, -2.493], [-0.525, 7.844, 5.668], [-0.483, 6.486, 6.084], [-0.485, 5.532, 5.137], [-0.459, 4.214, 5.608], [-0.457, 3.166, 4.718], [-0.481, 3.398, 3.338], [-0.509, 4.712, 2.882], [-0.511, 5.777, 3.766], [-0.482, 2.313, 2.364], [-0.537, 2.464, 1.058], [-0.514, 1.203, 0.547], [-0.442, 0.257, 1.555], [-0.423, 0.987, 2.715], [-0.396, -1.145, 1.306], [-0.313, -2.171, 2.265], [-0.268, -3.483, 1.860], [-0.309, -3.780, 0.494], [-0.397, -2.833, -0.421], [-0.436, -1.534, -0.042], [-0.516, -0.555, -1.105], [-0.536, -1.027, -2.378], [-0.586, -0.177, -3.391], [-0.625, 1.205, -3.193], [-0.608, 1.704, -1.912], [-0.549, 0.813, -0.829], [-0.530, 8.434, 6.580], [-1.431, 8.052, 5.095], [0.355, 8.100, 5.074], [-0.442, 4.044, 6.675], [-0.440, 2.162, 5.124], [-0.529, 4.899, 1.817], [-0.532, 6.784, 3.377], [-0.361, 0.636, 3.655], [-0.284, -1.931, 3.320], [-0.201, -4.287, 2.577], [-0.275, -4.802, 0.140], [-0.600, -0.608, -4.383], [-0.670, 1.857, -4.053], [-0.632, 2.768, -1.715], [3.909, -3.819, -3.813], [2.981, -4.847, -3.813], [1.645, -4.594, -3.526], [1.244, -3.294, -3.218], [2.176, -2.256, -3.234], [3.506, -2.526, -3.525], [4.946, -4.025, -4.043], [3.292, -5.856, -4.049], [0.946, -5.417, -3.549], [1.883, -1.238, -3.018], [4.227, -1.718, -3.534], [-2.549, -2.617, -3.689], [-1.373, -3.234, -4.078], [-1.018, -2.746, -5.278], [-1.690, -4.738, -4.166], [-0.968, -5.359, -5.078], [-1.344, -5.235, -2.926], [-2.967, -5.018, -4.347]], "forces_ev_per_angstrom": [[-0.761, -0.879, 0.921], [0.004, 0.029, -0.016], [-0.010, 0.020, 0.039], [0.008, -0.075, 0.034], [0.000, 0.040, -0.066], [0.000, 0.036, -0.014], [-0.005, 0.067, 0.011], [0.003, -0.034, 0.043], [-0.001, -0.018, 0.001], [0.005, -0.053, 0.050], [-0.008, 0.028, -0.018], [0.012, -0.149, 0.152], [-0.002, 0.030, -0.133], [0.003, 0.088, -0.055], [-0.016, -0.007, -0.048], [0.006, -0.080, -0.031], [-0.012, 0.095, 0.027], [-0.041, 0.006, 0.007], [0.254, 0.327, -0.322], [-0.024, 0.004, -0.012], [0.060, -0.120, 0.115], [0.273, -0.313, -0.213], [-0.101, 0.002, -0.051], [-0.018, -0.010, 0.104], [0.015, -0.035, -0.067], [-0.025, -0.021, -0.063], [0.001, 0.001, -0.009], [0.003, 0.000, 0.007], [-0.005, -0.001, 0.004], [0.001, 0.019, 0.015], [-0.002, -0.020, -0.023], [0.000, -0.023, -0.016], [0.001, 0.009, 0.021], [-0.005, -0.008, -0.002], [0.005, -0.003, 0.009], [0.001, -0.005, 0.004], [0.018, -0.006, 0.000], [0.040, 0.018, 0.014], [0.003, 0.006, 0.000], [-0.006, 0.009, -0.003], [0.066, -0.050, -0.019], [0.053, -0.009, -0.006], [-0.213, 0.225, 0.107], [0.465, 0.474, -0.163], [-0.061, -0.194, -0.032], [-0.019, 0.057, -0.012], [-0.002, -0.006, -0.006], [-0.026, -0.011, 0.007], [0.000, -0.048, 0.022], [0.036, -0.004, 0.016], [-0.004, 0.009, 0.009], [-0.082, -0.017, -0.160], [0.198, 0.570, -0.158], [-0.157, -0.015, -0.078], [-0.100, 0.047, -0.094], [0.035, -0.046, 0.049], [0.118, 0.062, 0.173], [0.019, -0.017, -0.068]], "mulliken_charge": [-0.2652, -0.8476, -0.4529, 0.9505, -0.8532, -0.4329, 0.3789, -0.8389, -0.4317, 0.3004, -0.8322, 0.9183, -0.0832, -0.0827, -0.0689, -0.6847, -0.9464, -0.0623, -0.4393, 1.5558, 0.3780, -0.4042, -0.0649, -1.0309, -0.6986, 0.1184, 0.2427, 0.3472, 0.3462, 0.4267, 0.2533, 0.4547, 0.4123, 0.1826, 0.4644, 0.4409, 0.5079, 0.5492, 0.4593, 0.6194, -0.5284, -0.7274, -0.2605, 1.0189, -0.3263, -0.7247, 0.4018, 0.4029, 0.3584, 0.2563, 0.4169, -0.3203, 0.6845, -0.2986, 0.5995, -0.2245, -0.2555, -0.2594], "total_charge": 1, "homo_lumo_gap_ev": [6.36, 6.37], "homo_ev": [-10.414, -10.414], "e_above_lowest_ev": 0.000, "lumo_ha": [-0.14905, -0.14869]}

---

no.,electronic energy (a.u.)
1,-3337.49284
2,-3254.56636